A cluster of 2 separate species, C27H31N2O4 in total. Source: OMol25; level of theory: ωB97M-V with the def2-TZVPD basis set.

```
64
Properties=species:S:1:pos:R:3:lowdin_charge:R:1
C -3.111 -2.861 2.824 -0.1067
C -2.956 -3.272 1.404 -0.3283
C -3.693 -2.542 0.462 -0.3366
N -4.334 -1.935 -0.316 0.0542
C -2.511 -4.580 1.023 -0.2227
C -1.948 -5.495 1.967 -0.0759
C -1.464 -6.731 1.561 -0.1465
C -1.553 -7.129 0.218 -0.1716
C -2.178 -6.286 -0.711 -0.1387
C -2.661 -5.038 -0.322 -0.0657
H -2.733 -3.615 3.510 0.0450
H -2.653 -1.901 3.078 0.0329
H -4.188 -2.737 3.017 0.0751
H -1.929 -5.237 3.028 0.0756
H -1.026 -7.403 2.303 0.0835
H -1.143 -8.089 -0.099 0.0696
H -2.310 -6.609 -1.746 0.0848
H -3.209 -4.424 -1.040 0.0869
C -2.898 0.396 4.514 -0.0794
C -2.215 1.703 4.239 -0.2234
O -1.551 1.543 2.970 -0.0018
C -0.805 2.609 2.634 -0.4338
C -0.066 2.379 1.355 -0.0202
C 0.057 1.171 0.746 0.0702
C 0.804 1.053 -0.494 -0.2040
C 1.687 -0.017 -0.723 0.0316
C 2.445 -0.101 -1.882 -0.1589
C 2.337 0.900 -2.890 -0.1521
N 3.103 0.814 -4.020 -0.1418
C 3.269 1.898 -4.967 -0.0567
C 3.996 -0.298 -4.296 -0.1837
C 3.643 -1.551 -3.514 -0.1711
C 3.407 -1.223 -2.043 -0.1552
C 1.399 1.952 -2.687 -0.0028
C 0.665 2.021 -1.521 -0.0287
C 0.736 3.590 0.936 -0.4563
O 1.936 3.558 0.727 0.1131
O -0.012 4.706 0.848 -0.0018
C 0.728 5.885 0.475 -0.2242
C -0.237 7.032 0.451 -0.0793
O -0.702 3.607 3.328 0.1033
H -3.485 0.456 5.429 0.0772
H -3.564 0.115 3.691 0.0832
H -2.160 -0.403 4.637 0.0766
H -2.928 2.531 4.163 0.1275
H -1.469 1.938 5.005 0.1249
H -0.384 0.301 1.218 0.1381
H 1.826 -0.756 0.068 0.1314
H 2.563 2.709 -4.796 0.0656
H 4.293 2.308 -4.922 0.0922
H 3.124 1.515 -5.990 0.0892
H 3.959 -0.500 -5.378 0.1179
H 5.036 0.011 -4.071 0.1257
H 2.737 -2.001 -3.939 0.1245
H 4.457 -2.275 -3.610 0.1108
H 4.365 -0.966 -1.561 0.1275
H 3.008 -2.101 -1.525 0.1209
H 1.272 2.737 -3.430 0.0910
H -0.039 2.839 -1.374 0.1225
H 1.518 6.049 1.223 0.1315
H 1.184 5.725 -0.513 0.1277
H 0.286 7.943 0.153 0.0741
H -1.051 6.869 -0.264 0.0805
H -0.676 7.213 1.436 0.0817
```

Calculated values
LUMO	2.2	eV
total charge	-1
energy	-1457.94795	Ha
E_HOMO	-2.24	eV